# 1
Computed, not measured: the ion C3H2NOS2 with charge -1, with ωB97M-V/def2-TZVPD.

Computed properties:
* energy above the lowest of the compared OMol25 structures with the same formula, charge and spin: 76.2 kcal/mol
* charge: -1
* E_LUMO: 3.59 eV
* E_tot: -1041.86318 Eh

Each line ends with the Löwdin charge.
CARTESIAN COORDINATES (ANGSTROEM)
C1 -1.8703 1.7926 0.0673  -0.418
C2 -3.1860 -1.2661 0.0605  -1.331
C3 -0.1578 -0.0053 0.0062  -0.424
N1 -0.8592 1.1801 -0.0050  0.008
O1 -2.6629 2.6550 0.1107  0.063
S1 -4.4474 -0.2832 -0.1053  0.375
S2 -1.6212 -1.5168 0.1263  0.660
H1 0.3991 -0.1395 -0.9145  0.033
H2 0.4588 -0.0998 0.8960  0.034

Force components x, y, z for each atom (eV/Å):
0.8361 0.4197 -0.0801
0.3933 -0.0730 -0.0080
-0.3373 -0.8938 0.0205
0.0060 0.6120 -0.0109
-1.1382 0.4571 0.0992
-0.7915 0.3854 -0.0831
0.5911 -0.7408 0.1167
0.2352 -0.1051 -0.0926
0.2053 -0.0615 0.0383



# 2
Computed, not measured: a structure of composition C55H79N9O4P4Ru, with ωB97M-V/def2-TZVPD.

Computed properties:
* energy above the lowest of the compared OMol25 structures with the same formula, charge and spin: 24.7 kcal/mol
* 2S+1: 2
* charge: +3
* E_LUMO (spin up / spin down): -8.82 / -8.89 eV
* E_tot: -4396.62612 Eh

Each line ends with the Mulliken spin population.
CARTESIAN COORDINATES (ANGSTROEM)
Ru1 -0.5779 0.4242 -0.3212  0.594
C1 5.4101 3.7543 -3.4842  0.000
C2 4.5421 2.5028 -3.7027  -0.002
C3 5.0756 1.7044 -4.9124  0.000
C4 4.5954 1.6053 -2.4695  0.001
C5 5.8088 1.1515 -1.9687  0.000
C6 5.8692 0.3304 -0.8502  0.000
C7 4.7066 -0.0441 -0.2074  0.000
C8 3.4620 0.3843 -0.6847  0.002
P1 1.9312 0.0671 0.3289  0.050
C9 2.5697 1.2158 1.6248  0.008
C10 3.4280 0.8618 2.6329  0.005
C11 3.9367 1.8281 3.5020  0.003
C12 3.5558 3.1822 3.4317  0.000
C13 2.7223 3.5743 2.4405  0.006
C14 2.2346 2.6322 1.4307  -0.003
C15 2.3474 -1.6275 0.8610  -0.019
C16 2.2089 -2.0709 2.1740  0.002
C17 2.6532 -3.3393 2.5318  0.001
C18 3.2089 -4.1816 1.5792  -0.001
C19 3.2896 -3.7649 0.2536  0.002
C20 2.8572 -2.4995 -0.1049  0.006
C21 3.4459 1.1981 -1.8055  -0.004
O1 2.2036 1.5606 -2.2015  0.001
C22 2.0508 2.3775 -3.2891  -0.003
C23 0.7200 2.5876 -3.6170  -0.006
C24 0.4171 3.4389 -4.6696  -0.003
C25 1.4532 4.0387 -5.3719  0.000
C26 2.7723 3.7571 -5.0575  0.002
C27 3.1031 2.9063 -4.0043  0.000
P2 -0.4489 1.4202 -2.8055  -0.010
C28 -0.0934 0.0304 -3.9385  -0.004
C29 0.6999 -1.0246 -3.4897  0.007
C30 1.0530 -2.0493 -4.3559  0.002
C31 0.6142 -2.0284 -5.6742  0.000
C32 -0.1499 -0.9624 -6.1350  -0.001
C33 -0.4864 0.0741 -5.2769  0.002
C34 -2.0417 2.1529 -3.2891  -0.003
C35 -2.2506 3.4936 -2.9508  -0.005
C36 -3.4468 4.1213 -3.2632  0.002
C37 -4.4566 3.4110 -3.9039  -0.002
C38 -4.2631 2.0774 -4.2330  0.001
C39 -3.0650 1.4450 -3.9190  -0.002
H1 6.4545 3.4836 -3.3204  0.000
H2 5.0602 4.3221 -2.6185  0.000
H3 5.3724 4.4054 -4.3578  0.000
H4 6.1048 1.3828 -4.7388  0.000
H5 5.0579 2.3199 -5.8136  0.000
H6 4.4610 0.8190 -5.0888  0.000
H7 6.7315 1.4398 -2.4581  0.000
H8 6.8258 -0.0124 -0.4764  0.000
H9 4.7716 -0.6763 0.6676  0.001
H10 3.7194 -0.1708 2.7738  0.001
H11 4.6410 1.5218 4.2711  0.000
H12 3.9295 3.8891 4.1619  0.000
H13 2.4149 4.6108 2.3472  0.000
H14 2.6177 2.9601 0.4515  -0.002
H15 1.7413 -1.4330 2.9154  -0.001
H16 2.5673 -3.6686 3.5619  0.000
H17 3.5695 -5.1634 1.8618  0.000
H18 3.7000 -4.4289 -0.4977  0.000
H19 2.9325 -2.1819 -1.1396  0.002
H20 -0.6070 3.6333 -4.9579  0.000
H21 1.2259 4.7071 -6.1932  0.000
H22 3.5597 4.1996 -5.6560  0.000
H23 1.0340 -1.0356 -2.4633  0.023
H24 1.6882 -2.8580 -4.0090  0.000
H25 0.8838 -2.8313 -6.3506  0.000
H26 -0.4704 -0.9333 -7.1696  0.000
H27 -1.0480 0.9212 -5.6543  0.000
H28 -1.4562 4.0585 -2.4729  -0.003
H29 -3.5882 5.1676 -3.0192  0.000
H30 -5.3920 3.8998 -4.1484  0.000
H31 -5.0433 1.5268 -4.7437  0.000
H32 -2.9226 0.4052 -4.1917  -0.001
C40 -4.2521 0.6522 3.4969  -0.001
N1 -4.0753 -0.7911 3.2771  0.000
C41 -4.8464 -1.6031 4.2241  0.000
P3 -2.6432 -1.3344 2.6985  0.001
O2 -2.2127 -0.5906 1.4886  -0.003
O3 -1.5910 -1.2436 3.9489  0.000
P4 -0.4325 -0.1785 4.2647  -0.006
O4 0.3764 0.2561 3.1006  0.021
N2 0.3965 -1.0258 5.4158  0.000
C42 -0.1591 -2.1216 6.2240  0.000
C43 1.4471 -0.2741 6.1031  0.000
N3 -1.2301 1.0990 4.9458  0.000
C44 -0.6044 2.4277 4.9075  0.002
C45 -1.9912 0.8377 6.1704  0.000
N4 -2.7210 -2.9507 2.4762  0.000
C46 -3.6929 -3.3894 1.4607  0.000
C47 -2.4375 -3.9573 3.5007  0.000
H33 -5.2533 0.9536 3.1831  0.000
H34 -3.5086 1.2091 2.9364  -0.001
H35 -4.1366 0.8988 4.5561  0.000
H36 -5.9015 -1.3505 4.1261  0.000
H37 -4.5447 -1.4139 5.2598  0.000
H38 -4.7276 -2.6626 4.0106  0.000
H39 -1.0543 -2.5268 5.7682  0.000
H40 -0.4063 -1.7779 7.2330  0.000
H41 0.5793 -2.9219 6.3153  0.000
H42 1.7168 0.6097 5.5258  0.000
H43 2.3385 -0.8978 6.2254  0.000
H44 1.1252 0.0416 7.1011  0.000
H45 0.1260 2.4625 4.1011  -0.001
H46 -0.1023 2.6618 5.8528  0.000
H47 -1.3653 3.1919 4.7349  0.000
H48 -2.4918 -0.1282 6.1107  0.000
H49 -2.7467 1.6144 6.2943  0.000
H50 -1.3535 0.8468 7.0617  0.000
H51 -4.5748 -3.8414 1.9223  0.000
H52 -3.2325 -4.1308 0.8034  0.000
H53 -4.0183 -2.5418 0.8576  0.000
H54 -3.3233 -4.2233 4.0846  0.000
H55 -1.6601 -3.6057 4.1726  0.000
H56 -2.0805 -4.8633 3.0082  0.000
N5 -0.5280 2.2889 0.1842  0.395
C48 -1.5282 2.7675 1.1269  -0.030
C49 -2.8326 3.1247 0.4278  0.041
C50 -3.6199 1.8619 0.1212  -0.005
N6 -2.8444 0.8658 -0.6686  0.001
H57 1.1329 2.6974 1.3198  -0.009
H58 -0.2611 3.0000 -0.4844  -0.009
H59 -1.1579 3.6421 1.6751  0.006
H60 -1.7064 1.9723 1.8543  0.003
H61 -2.6231 3.6693 -0.4934  -0.006
H62 -3.4299 3.7743 1.0702  0.000
H63 -4.5363 2.1206 -0.4090  0.004
H64 -3.8905 1.3837 1.0535  -0.002
H65 -2.9507 1.0706 -1.6532  0.009
H66 -3.2352 -0.0523 -0.4828  0.001
C51 -0.2942 -3.3722 0.6057  -0.006
N7 -0.5592 -3.5810 -0.8088  0.005
C52 0.0362 -4.7809 -1.3894  0.001
C53 -1.2750 -2.6948 -1.5478  0.020
N8 -1.2599 -1.3977 -1.3153  -0.058
N9 -2.0239 -3.2240 -2.5521  0.000
C54 -2.5097 -2.4273 -3.6628  -0.003
C55 -2.6458 -4.5442 -2.4493  0.000
H67 -0.9616 -3.9928 1.2092  -0.002
H68 -0.4576 -2.3378 0.8812  0.002
H69 0.7277 -3.6564 0.8319  -0.003
H70 1.0916 -4.8120 -1.1095  0.000
H71 -0.0300 -4.7535 -2.4737  0.000
H72 -0.4327 -5.6990 -1.0244  0.000
H73 -1.9521 -0.9690 -1.9108  -0.019
H74 -3.4990 -1.9977 -3.4592  0.000
H75 -2.6045 -3.0726 -4.5356  0.000
H76 -1.8002 -1.6439 -3.9117  0.001
H77 -2.4848 -4.9776 -1.4674  0.000
H78 -2.2681 -5.2275 -3.2121  0.000
H79 -3.7239 -4.4385 -2.5950  0.000

Force components x, y, z for each atom (eV/Å):
-0.9423 1.6012 -1.6152
-0.0747 -0.0337 0.0948
0.0628 -0.0140 -0.2095
-0.0207 0.0319 0.0651
0.0798 0.1937 -0.1765
-0.0032 -0.0245 0.0408
0.0578 -0.0163 -0.0092
-0.1073 0.0052 0.0020
0.0407 -0.0321 0.3569
-0.1378 -0.4752 -0.6429
-0.1433 0.1049 -0.0382
0.1188 -0.2769 0.2667
-0.1358 -0.0503 -0.1908
0.0525 0.1567 0.2991
0.0066 0.1137 -0.2045
-0.0114 -0.1636 0.5587
0.0760 0.0350 0.2086
0.0279 0.0407 0.1362
0.0027 -0.0258 0.0256
0.0110 0.0097 -0.0181
-0.0539 -0.1185 0.0433
-0.0552 0.0997 -0.0538
0.0286 -0.1143 -0.0126
-0.1449 0.1474 -0.1015
-0.0769 0.1004 -0.0164
-0.1625 0.1193 0.6252
-0.0817 0.0241 0.0131
-0.0119 0.0448 -0.1186
-0.0100 -0.0196 -0.0240
0.2931 -0.0608 0.1084
0.4307 -0.8224 0.1987
-0.0358 0.0086 0.0416
-0.0029 0.0725 -0.1770
0.1018 0.0024 -0.0117
-0.0110 -0.0047 -0.0009
0.0134 -0.0029 -0.0475
0.0254 0.0430 0.0097
0.0485 0.0532 0.0801
-0.0158 -0.0243 -0.1337
0.0033 -0.0026 0.0284
-0.0058 0.0374 0.0277
-0.0270 -0.0666 0.0497
0.0119 -0.0434 -0.0917
-0.0636 0.0223 -0.0236
0.0356 -0.0068 -0.0509
0.0252 -0.0290 0.0307
-0.0613 0.0344 -0.0317
0.0262 -0.0355 0.0410
0.0330 0.0187 -0.0125
-0.0549 0.0010 0.0064
-0.0390 0.0145 -0.0387
-0.0243 -0.0201 -0.0036
-0.0226 0.0466 -0.0017
-0.0698 0.0056 -0.0612
0.0096 -0.0427 -0.0516
0.0830 -0.0310 -0.0067
-0.1750 0.0255 -0.1609
0.1249 -0.0404 -0.0659
-0.0112 0.0354 -0.0810
-0.0160 0.0513 -0.0136
0.0011 0.0420 0.0192
0.0970 -0.0110 0.0372
0.0086 -0.0295 -0.0018
0.0173 -0.0393 0.0506
-0.0206 -0.0120 0.0412
0.0241 -0.0563 0.1044
-0.0766 0.0397 -0.0112
-0.0166 0.0489 0.0467
0.0188 0.0148 0.0579
0.0080 -0.0577 -0.0112
-0.0425 0.0265 -0.0602
-0.0010 -0.0598 0.0002
0.0650 -0.0186 -0.0154
0.0243 0.0102 0.0257
-0.0148 0.0493 -0.0030
-0.1243 -0.2181 0.0560
-0.0141 0.2417 0.0922
0.0285 0.0145 -0.0662
0.1383 -0.2018 0.4114
0.4488 0.3912 0.2340
0.0066 0.0709 -0.6639
-0.0181 -0.0691 0.3276
-0.1353 0.0841 0.1286
-0.1547 -0.1322 -0.0349
0.2433 0.0841 -0.0254
0.0867 -0.1936 0.0325
0.1857 0.1998 -0.0770
-0.1623 -0.0844 0.0116
0.0928 0.0958 0.0061
-0.6257 -0.0244 0.2516
0.1873 0.0163 0.0614
0.0844 0.0157 -0.1144
0.0344 0.0003 -0.0215
0.0318 0.0445 0.0332
-0.0209 -0.0323 -0.0682
-0.0124 -0.0095 -0.0035
0.0131 -0.0076 -0.0292
-0.0583 0.0746 -0.0025
0.0108 0.0224 0.0168
-0.0086 0.0376 -0.0441
-0.0244 0.0428 -0.0112
0.0597 0.0389 -0.0311
-0.0669 0.0696 -0.0422
-0.0241 0.0346 -0.0614
-0.0589 0.0166 -0.0227
-0.0130 -0.0562 -0.0327
0.0029 -0.0117 0.0016
-0.0130 0.0223 -0.0034
-0.0129 -0.0319 0.0034
0.0008 -0.0052 -0.0495
0.0236 0.0291 0.0315
0.0183 -0.0010 0.0076
0.0376 -0.0417 -0.0254
0.0076 0.0108 -0.0345
-0.0252 -0.0564 -0.0784
0.0193 -0.0085 -0.0003
-0.1621 -0.6318 0.7023
0.1159 0.2517 0.0078
0.0144 -0.2471 0.0144
0.1684 0.1651 -0.1086
0.8840 -0.2980 0.3669
0.0567 0.0376 -0.1445
0.1010 0.1321 -0.0504
0.1027 -0.0113 -0.0481
0.1017 0.0187 0.0865
-0.0335 0.1211 0.1078
-0.0743 -0.0355 -0.0459
-0.0664 -0.1118 -0.0905
-0.0787 -0.1142 -0.0095
-0.1756 0.0305 -0.0825
0.0546 -0.0408 0.0435
-0.1234 -0.2326 -0.1591
0.2085 0.1331 0.0331
0.0018 0.0480 0.0800
-0.0262 -0.0966 0.2077
-0.0918 -0.1073 0.2030
0.0937 -0.2158 -0.1895
-0.0395 -0.0601 0.0431
-0.1262 0.1040 0.0038
0.0963 -0.0124 -0.0688
-0.0266 0.0947 -0.0005
-0.0227 -0.0123 -0.0503
-0.0446 0.0130 -0.0041
-0.0268 0.0081 0.0163
-0.0043 0.0389 -0.0179
-0.2132 -0.1364 -0.1870
0.0077 0.0163 0.0188
-0.0179 0.0033 -0.0050
-0.0343 -0.0328 0.0214
0.0227 0.0296 -0.0187
0.0236 0.0115 0.0290
0.0319 0.0165 -0.0094



# 3
Computed, not measured: the ion C10H14NOS2 with charge -1, with ωB97M-V/def2-TZVPD.

Computed properties:
* charge: -1
* E_LUMO: 3.03 eV
* E_tot: -1315.73893 Eh

Each line ends with the Löwdin charge.
CARTESIAN COORDINATES (ANGSTROEM)
C1 0.5200 -2.3029 1.6780  -0.155
N1 0.1419 -2.3090 0.3441  -0.225
O1 1.0809 -3.2707 -0.3171  -0.145
C2 0.0310 -1.0745 -0.3665  -0.750
S1 -0.1072 -1.4811 -2.1872  0.477
C3 -1.1636 -0.3136 0.2422  -0.190
C4 -1.8658 0.6511 -0.7937  -0.242
C5 -0.8507 1.6540 -1.3185  -0.285
C6 0.1257 2.0458 -0.3303  -0.199
C7 1.3808 1.1980 -0.2639  -0.294
C8 2.6363 1.7299 -0.1561  -0.353
S2 3.7780 0.4227 -0.2869  0.952
C9 2.5607 -0.7245 -0.3019  -0.433
C10 1.3341 -0.1963 -0.2840  -0.304
H1 1.4612 -1.8347 2.0770  0.093
H2 -0.2070 -2.0171 2.4794  0.090
H3 0.6166 -3.3352 1.9452  0.067
H4 0.8596 -3.0460 -1.2557  -0.056
H5 -1.0315 0.1811 1.2376  0.101
H6 -2.0561 -1.1293 0.5678  0.163
H7 -2.6820 1.3131 -0.2695  0.130
H8 -2.2362 0.0192 -1.5675  0.043
H9 -1.2531 2.4663 -1.8884  0.091
H10 -0.3350 1.0367 -2.1938  0.096
H11 -0.4260 2.1047 0.5992  0.101
H12 0.5592 3.1133 -0.3698  0.132
H13 3.0127 2.6876 -0.3643  0.038
H14 2.8263 -1.7229 -0.4929  0.057

Force components x, y, z for each atom (eV/Å):
0.6987 -0.2970 3.6770
0.1662 -1.5769 -1.1559
-0.7380 1.0456 0.8858
1.2342 1.4510 -1.0154
-0.4955 -0.0052 0.2978
-3.9074 -1.3911 0.6198
-0.1037 1.5315 2.6435
0.5115 -2.6417 -4.5281
2.6288 2.8324 1.7305
-1.1333 1.6031 0.9153
0.3107 -2.0743 -0.8146
0.5575 1.1553 0.3302
0.8428 -0.4049 -0.2646
-1.8802 -1.2595 0.1187
-0.2182 0.0885 -1.0920
-0.3209 0.4410 -1.3134
0.3693 -0.8824 0.1044
-0.1134 -0.0397 -0.1465
0.6365 -0.2668 -0.9161
2.4551 1.7613 -1.1258
0.9863 -1.6486 -0.6953
-0.5794 -0.1345 -0.6048
-0.7568 0.7299 0.0871
-0.5743 1.2366 1.7089
0.2629 -0.2343 0.8110
-0.9559 -1.1730 -0.6064
0.0203 1.2573 0.1607
0.0963 -1.1032 0.1881



# 4
Computed, not measured: a cluster of 2 separate species, C3H5N2O2S in total, with ωB97M-V/def2-TZVPD.

Computed properties:
* energy above the lowest of the compared OMol25 structures with the same formula, charge and spin: 24.5 kcal/mol
* charge: +1
* E_LUMO (spin up / spin down): -3.81 / -6.44 eV
* E_tot: -775.12866 Eh

Each line ends with the Löwdin charge.
CARTESIAN COORDINATES (ANGSTROEM)
C1 -1.7126 0.4535 0.5026  -0.038
C2 0.0254 0.6714 -0.8342  0.164
C3 -1.0728 1.1519 -1.4800  -0.041
N1 -2.1407 1.0044 -0.6295  0.115
N2 -0.4006 0.2478 0.3841  0.113
O1 1.9667 -0.6539 1.8064  -0.540
O2 2.8812 -2.1123 0.1148  -0.359
S1 3.2265 -1.1432 1.3463  0.918
H1 -2.3145 0.2092 1.3545  0.165
H2 -1.1690 1.5761 -2.4560  0.127
H3 3.5884 -2.5466 -0.3784  0.074
H4 -3.0924 1.2809 -0.8245  0.188
H5 0.2145 -0.1392 1.0938  0.116

Force components x, y, z for each atom (eV/Å):
0.2402 -0.0214 -0.1278
-1.6360 0.3081 0.0326
0.8301 0.1547 -0.7763
0.4541 -0.1873 0.2971
0.1344 -0.1483 0.4026
-2.6259 0.8961 0.5624
-0.9589 -0.2313 -0.4649
2.9713 -0.7540 -0.4577
-0.0614 -0.0377 0.1837
-0.0686 0.1033 -0.2176
0.4176 0.1607 0.2756
0.0115 -0.0296 0.0057
0.2916 -0.2133 0.2847